Molecular formula: C18H23ClN4O2
Method: DFT, ωB97M-V with the def2-TZVPD basis set

## Properties
ΔE to the lowest compared entry with this formula, charge and spin, kcal/mol: 81.9
SMILES: N#CC1(Cc2cc(N3CCC[C@@H](C(N)=O)C3)ncc2Cl)CCOCC1
Orbital gap, eV: 8.267

Structure (ORCA input):
```
! RIJCOSX wB97M-V def2-TZVPD def2/J DEFGRID3
* xyz 0 1
N 2.116 0.959 -2.019
C 2.301 -0.172 -1.784
C 2.760 -1.588 -1.436
C 1.528 -2.557 -1.408
C 0.421 -2.072 -0.439
C -0.492 -1.041 -0.620
C -1.430 -0.524 0.332
N -2.198 0.657 0.140
C -1.613 1.786 -0.541
C -1.832 3.001 0.337
C -3.134 3.268 0.952
C -3.451 2.045 1.755
C -4.829 2.228 2.419
N -5.135 3.199 3.319
O -5.646 1.368 2.259
C -3.520 0.822 0.756
N -1.614 -1.081 1.514
C -0.751 -2.053 1.849
C 0.253 -2.524 0.955
Cl 1.215 -3.783 1.521
C 3.556 -2.203 -2.640
C 5.013 -1.547 -2.716
O 5.666 -1.720 -1.452
C 4.926 -1.011 -0.404
C 3.501 -1.554 -0.156
H 1.087 -2.508 -2.384
H 1.731 -3.592 -1.144
H -0.419 -0.580 -1.627
H -2.239 1.933 -1.331
H -0.504 1.753 -0.797
H -1.486 3.820 -0.246
H -1.154 2.794 1.194
H -3.122 4.150 1.601
H -3.902 3.498 0.174
H -2.703 1.780 2.469
H -4.590 4.036 3.373
H -5.926 2.965 3.966
H -4.014 -0.024 1.189
H -4.181 1.018 -0.072
H -0.813 -2.355 2.921
H 3.107 -2.014 -3.687
H 3.660 -3.304 -2.412
H 5.668 -2.024 -3.436
H 4.992 -0.503 -3.062
H 4.971 0.053 -0.632
H 5.651 -1.183 0.494
H 2.987 -1.003 0.618
H 3.589 -2.611 0.339
*
```